1.
{"formula": "C5H15ClN5O", "method": "ωB97M-V/def2-TZVPD", "largest_force_ha_per_bohr": 0.0856, "total_charge": 1, "spin_multiplicity": 1, "e_lumo_ev": [-6.103, -5.557], "elements": ["C", "C", "C", "C", "C", "N", "N", "N", "N", "N", "O", "Cl", "H", "H", "H", "H", "H", "H", "H", "H", "H", "H", "H", "H", "H", "H", "H"], "coordinates": [[2.346, -1.143, 1.483], [1.365, 0.836, -1.149], [-1.295, -1.975, 1.643], [-1.448, 1.719, -3.490], [-0.056, -0.396, 0.299], [1.406, -0.449, 3.574], [0.030, 0.455, -0.670], [-1.173, -0.806, 0.807], [2.372, -0.637, 2.633], [-2.200, 0.988, -2.426], [2.982, -1.542, 0.573], [4.175, -0.855, 3.291], [1.596, 1.875, -0.868], [2.177, 0.316, -0.683], [1.279, 0.774, -2.148], [-0.837, -1.758, 2.677], [-2.345, -2.214, 1.713], [-0.899, -2.908, 1.292], [-0.461, 1.508, -3.221], [-1.670, 1.362, -4.559], [-1.729, 2.757, -3.412], [1.189, 0.537, 3.612], [1.705, -0.799, 4.540], [-0.741, 0.751, -1.240], [-2.138, -0.627, 0.338], [-2.650, 1.696, -1.711], [-2.978, 0.533, -2.899]]}



2.
{"formula": "C5H15ClNSi", "method": "ωB97M-V/def2-TZVPD", "largest_force_ha_per_bohr": 0.1125, "total_charge": 1, "spin_multiplicity": 3, "e_above_lowest_kcal_mol": 0.0, "e_lumo_ev": [-2.805, -5.235], "elements": ["C", "C", "C", "C", "C", "N", "Si", "Cl", "H", "H", "H", "H", "H", "H", "H", "H", "H", "H", "H", "H", "H", "H", "H"], "coordinates": [[-1.952, 1.017, -0.271], [-1.676, -0.509, 1.659], [2.202, -1.257, -0.005], [3.904, 1.611, -0.732], [-2.184, -1.433, -0.584], [-1.524, -0.284, 0.114], [2.613, 0.349, -0.421], [0.714, 1.078, -0.760], [-1.360, 1.733, 0.392], [-1.619, 1.208, -1.334], [-2.951, 1.274, 0.004], [-1.533, 0.351, 2.340], [-2.665, -1.079, 1.913], [-0.928, -1.205, 2.030], [2.956, -1.935, 0.437], [-3.206, -1.412, -0.278], [1.178, -1.672, 0.035], [3.670, 2.638, -0.184], [4.869, 1.283, -0.446], [4.030, 1.987, -1.808], [-2.169, -1.135, -1.668], [-1.818, -2.346, -0.241], [-0.550, -0.263, -0.194]]}



3.
{"formula": "C5H15HgIN2O2", "method": "ωB97M-V/def2-TZVPD", "largest_force_ha_per_bohr": 0.0372, "spin_multiplicity": 1, "e_above_lowest_kcal_mol": 40.3, "e_lumo_ev": 0.212, "elements": ["C", "C", "H", "H", "H", "H", "H", "H", "Hg", "C", "H", "H", "H", "I", "C", "O", "C", "O", "N", "N", "H", "H", "H", "H", "H", "H"], "coordinates": [[0.575, -2.502, -2.213], [0.782, 2.433, -2.990], [0.692, -3.561, -1.963], [-0.146, -2.400, -3.024], [0.263, -1.947, -1.323], [0.780, 2.928, -2.010], [1.708, 2.682, -3.526], [-0.091, 2.753, -3.571], [0.640, 0.362, -2.680], [-1.457, -0.028, -3.195], [-2.058, 0.196, -2.305], [-1.576, -1.074, -3.488], [-1.740, 0.628, -4.027], [2.529, -1.878, -2.869], [1.856, 0.090, 2.785], [1.509, 0.280, 1.386], [0.236, 0.046, 1.063], [-0.196, 0.092, -0.097], [-0.578, -0.329, 2.088], [-1.948, -0.382, 1.731], [1.404, 0.870, 3.417], [2.940, 0.194, 2.809], [1.580, -0.911, 3.153], [-0.387, -0.065, 3.049], [-1.997, -0.737, 0.772], [-2.440, -0.976, 2.394]]}



4.
{"formula": "C5H15IN2O2Re", "method": "ωB97M-V/def2-TZVPD", "largest_force_ha_per_bohr": 0.0688, "total_charge": 2, "spin_multiplicity": 4, "e_above_lowest_kcal_mol": 3.6, "e_lumo_ev": [-10.364, -13.396], "elements": ["C", "C", "H", "H", "H", "H", "H", "H", "Re", "C", "H", "H", "H", "I", "C", "O", "C", "O", "N", "N", "H", "H", "H", "H", "H", "H"], "coordinates": [[-1.584, 0.715, -2.889], [-1.594, -0.756, -2.958], [-2.567, 1.144, -2.678], [-1.184, 1.185, -3.806], [-0.912, 1.055, -2.083], [-1.204, -1.258, -2.075], [-2.629, -1.123, -3.101], [-1.010, -1.115, -3.814], [0.966, -0.247, 1.319], [2.068, -0.159, -0.418], [2.585, -1.112, -0.641], [2.840, 0.633, -0.356], [1.418, 0.086, -1.275], [-1.551, 0.109, 1.227], [1.642, 1.279, 5.545], [1.464, 2.130, 4.307], [1.466, 1.574, 3.121], [1.189, 2.146, 2.038], [1.732, 0.211, 3.035], [1.210, -2.093, 1.665], [2.636, 0.772, 5.537], [0.844, 0.529, 5.652], [1.615, 1.996, 6.378], [1.996, -0.318, 3.857], [2.065, -2.639, 1.562], [0.470, -2.670, 2.041]]}



5.
{"formula": "C5H15N", "method": "ωB97M-V/def2-TZVPD", "largest_force_ha_per_bohr": 0.0744, "spin_multiplicity": 1, "e_above_lowest_kcal_mol": 31.3, "smiles": "CCC.CNC", "e_lumo_ev": 0.997, "elements": ["C", "C", "C", "H", "H", "H", "H", "H", "H", "H", "H", "C", "N", "C", "H", "H", "H", "H", "H", "H", "H"], "coordinates": [[-0.885, 1.849, -0.283], [0.600, 1.932, 0.074], [1.526, 2.644, -0.943], [-1.158, 1.177, -1.118], [-1.502, 1.360, 0.423], [-1.206, 2.897, -0.445], [0.792, 2.628, 0.890], [0.959, 0.888, 0.299], [2.491, 2.755, -0.479], [1.140, 3.634, -1.311], [1.587, 2.093, -1.926], [-0.667, -2.388, 1.719], [0.282, -2.368, 0.597], [-0.375, -2.514, -0.717], [-1.126, -3.362, 1.943], [-1.556, -1.834, 1.460], [-0.146, -2.038, 2.633], [0.712, -1.420, 0.543], [-1.323, -2.057, -0.881], [0.424, -2.300, -1.624], [-0.571, -3.575, -0.856]]}